[1]
A structure of composition C18H21P2V in a non-equilibrium geometry. Source: the Open Molecules 2025 dataset; level of theory: wB97M-V/def2-TZVPD.

The geometry in XYZ format:
```
42
Properties=species:S:1:pos:R:3
C -2.385 2.392 3.960
H 2.254 0.546 -2.336
P -2.425 1.158 0.169
C -2.837 -0.013 2.598
H -3.900 3.081 -0.197
C -2.909 2.753 -0.535
H -2.291 3.327 4.509
C 1.541 -0.098 -1.838
V -1.032 1.036 2.297
H 0.393 -2.172 0.495
C -4.129 -1.235 -2.640
H -2.712 0.401 -2.581
H -2.910 2.677 -1.628
H -1.149 -2.076 -1.801
H -4.572 -0.773 1.168
P 1.403 1.764 2.345
C -3.041 1.233 1.896
C -0.258 -1.502 -1.586
C 0.585 -1.638 -0.420
C -5.110 -1.895 -0.542
H -2.252 1.136 5.712
C -2.317 -0.022 3.910
C -4.435 -0.855 0.095
C -3.425 -0.207 -2.013
H 1.907 1.396 3.647
H -2.142 3.466 -0.199
H -5.717 -2.563 0.065
H -0.212 0.038 -3.212
H -3.968 -1.423 -3.708
C -4.987 -2.075 -1.923
H 2.607 -0.666 0.040
H -2.140 -0.992 4.372
C 0.241 -0.402 -2.347
H 1.463 3.178 2.502
C -3.543 -0.033 -0.618
H -5.576 -2.847 -2.431
C -2.274 1.179 4.628
C 1.753 -0.794 -0.623
H -3.089 -0.967 2.164
H -2.566 3.374 2.013
H 2.594 1.623 1.528
C -2.619 2.438 2.571
```

Results
Orbital gap (spin up / spin down)   5.3 / 5.3 eV
Energy above the lowest of the compared OMol25 structures with the same formula, charge and spin   0.0 kJ/mol
Largest force on an atom   2.49 eV Å⁻¹
Net charge   -1
Electronic energy   -2325.02141 Ha
Multiplicity   4


[2]
A cluster of 2 separate species, C18H22BF5IO14S in total in a non-equilibrium geometry. Source: the Open Molecules 2025 dataset; level of theory: wB97M-V/def2-TZVPD.

The geometry in XYZ format:
```
62
Properties=species:S:1:pos:R:3
H 1.602 -0.657 2.516
F 1.579 4.296 1.497
O -0.692 0.348 -1.158
H 1.210 5.216 -2.197
C 1.315 3.694 2.680
B -1.975 -5.222 -0.919
C -4.236 -5.019 -1.179
C -0.549 4.544 -1.211
C 0.150 1.812 1.212
H -1.760 -0.818 -2.439
C 3.111 -1.896 1.550
C 2.404 -0.568 1.794
H 2.321 1.995 1.172
S -1.990 0.489 1.614
C -1.065 3.893 0.072
H 3.287 -2.012 0.482
H 1.592 1.967 -0.385
H -0.563 4.375 0.895
C 0.132 -4.355 -0.775
O -0.406 0.523 1.584
C -0.908 2.322 0.175
H 1.252 -0.834 -2.751
F 2.468 3.133 3.134
H -1.084 4.201 -2.089
H 1.323 3.533 -1.793
H 2.483 -2.715 1.889
O 4.368 -1.881 2.226
C 0.313 -1.328 -2.502
H -1.734 2.026 -1.731
C 1.529 1.525 0.601
H 0.014 2.132 -1.809
C -3.934 -5.958 -0.004
O 1.088 -5.966 -2.331
C -0.801 -0.304 -2.422
H 0.121 -2.083 -3.258
H 1.524 4.765 -0.547
H 3.142 0.126 2.195
O -5.321 -4.713 -1.576
C 0.961 4.487 -1.430
C 1.903 0.044 0.483
F -0.983 3.215 2.824
O -2.456 0.761 2.927
H -0.737 0.415 -3.236
H 2.751 0.006 -0.202
F 0.935 4.643 3.575
F 0.439 1.734 3.578
O 1.082 -3.672 -0.503
C -0.812 1.731 -1.222
O -2.615 -6.052 0.118
I -3.114 4.569 0.293
O -1.094 -4.190 -0.322
C 0.193 2.605 2.567
H 0.455 -1.799 -1.536
O -2.502 -0.643 0.941
C 0.137 -5.550 -1.735
O -2.156 1.796 0.697
H -0.799 5.598 -1.127
O -3.078 -4.612 -1.684
O -4.744 -6.513 0.679
O -1.095 -6.029 -1.794
H 4.902 -2.584 1.864
H 1.118 -0.545 0.033
```

Results
Orbital gap   8.8 eV
Largest force on an atom   1.31 eV Å⁻¹
Net charge   -1
Electronic energy   -2972.82528 Ha
Multiplicity   1


[3]
A structure of composition C18H22BrI3NO5S2. Source: the Open Molecules 2025 dataset; level of theory: wB97M-V/def2-TZVPD.

The geometry in XYZ format:
```
52
Properties=species:S:1:pos:R:3
C 0.683 0.525 -0.039
C -0.742 -0.975 -2.885
H 2.078 0.082 -1.660
I -0.049 3.688 -2.371
I 0.525 -2.579 -2.527
O 3.069 -2.906 5.994
Br -0.960 -2.040 -5.491
H 0.529 1.573 -0.212
H -3.938 2.461 -2.502
C -1.323 -0.816 -4.133
C -2.231 0.214 -4.341
C 1.892 -3.740 5.849
H -4.521 0.922 -6.406
H 5.122 -0.362 4.862
C -2.100 1.951 -1.054
C 2.154 -4.990 5.036
H 4.116 -0.405 6.339
H -4.340 1.803 -4.040
H 5.400 -1.630 6.086
H -1.147 5.026 -0.049
H 3.012 -5.531 5.433
H 2.364 -4.753 3.994
H 3.326 -1.059 1.109
H -2.435 5.291 -5.180
O -2.221 0.381 -6.692
H 2.759 0.856 -0.229
C -2.689 4.386 -4.695
H 1.616 -3.994 6.869
N -1.019 -0.092 -1.886
C -1.844 0.974 -2.114
C -2.498 1.112 -3.313
S 3.512 -2.028 4.758
O 4.213 -2.839 3.811
C -2.877 0.347 -5.700
O 2.391 -1.251 4.312
H 1.084 -3.143 5.426
O -4.211 0.384 -5.661
C -0.492 -0.311 -0.497
C 4.655 -1.000 5.608
H -1.328 -0.118 0.159
H -0.243 -1.352 -0.372
C -3.060 3.391 -4.150
H 1.279 -5.639 5.073
H -1.633 3.746 1.044
C -1.795 4.172 0.060
C 2.050 0.120 -0.580
S 2.601 -1.478 0.074
C -1.513 3.141 -0.976
C -3.520 2.201 -3.466
H 0.718 0.392 1.037
I -3.593 1.402 0.303
H -2.829 4.491 -0.015
```

Results
Orbital gap   7.2 eV
Largest force on an atom   0.76 eV Å⁻¹
Net charge   +1
Electronic energy   -5393.19030 Ha
Multiplicity   1


[4]
An isolated molecule of C18H22ClF2N3O4. Source: the Open Molecules 2025 dataset; level of theory: wB97M-V/def2-TZVPD.

The geometry in XYZ format:
```
50
Properties=species:S:1:pos:R:3
H -1.593 3.604 -0.370
C -0.635 -2.745 0.045
C -4.127 2.209 0.870
N 1.818 2.131 -0.527
O -3.954 -0.435 1.008
C -1.881 -2.016 0.479
H -2.145 -1.301 3.163
C 2.882 -4.243 -1.043
C 2.780 -2.019 -0.894
C 2.612 0.113 -1.478
N 2.797 -3.197 -0.260
C 2.932 -2.998 -3.098
Cl 2.893 -5.799 -0.265
H 0.204 -2.734 0.743
C 2.642 -0.684 -0.386
F -0.931 -4.041 -0.242
H 2.972 -2.922 -4.175
H -0.730 2.085 -0.468
H 3.022 -5.143 -2.991
O 2.743 -0.587 -2.642
C 0.331 3.624 0.617
C -1.271 -0.901 2.650
H 0.724 3.175 1.537
H 2.573 -0.381 0.645
H -2.498 -1.871 -0.408
F -0.182 -2.187 -1.139
H 1.403 1.497 0.139
H 1.028 3.838 -1.434
H 0.140 4.673 0.850
H -1.025 1.798 2.013
C 2.957 -4.215 -2.445
C 2.838 -1.890 -2.278
H -2.448 -2.657 1.151
C -0.959 2.916 0.196
O 2.769 2.215 -2.591
O -0.453 -0.035 0.595
H 2.262 4.160 -0.221
C -1.717 2.365 1.396
H -0.448 -1.611 2.745
H -0.974 0.026 3.138
H -3.937 3.204 0.469
H -2.093 3.181 2.020
C -1.593 -0.672 1.177
H -0.388 -0.293 -0.334
H -4.664 2.302 1.817
C 1.405 3.526 -0.457
C -2.893 0.168 1.071
C 2.420 1.589 -1.612
H -4.755 1.653 0.180
N -2.853 1.525 1.043
```

Results
Orbital gap   9.1 eV
Energy above the lowest of the compared OMol25 structures with the same formula, charge and spin   13.6 kJ/mol
Structure (SMILES)   CN(CCCCNC(=O)c1cc2nc(Cl)ccc2o1)C(=O)[C@](C)(O)CC(F)F
Largest force on an atom   0.23 eV Å⁻¹
Electronic energy   -1824.30631 Ha
Multiplicity   1